{
  "formula": "C32H91N8O13S",
  "method": "ωB97M-V/def2-TZVPD",
  "total_charge": -1,
  "gap_ev": 8.224,
  "spin_multiplicity": 1,
  "energy_ha": -3088.12139,
  "molar_mass_g_mol": 828.190,
  "species": ["O", "H", "H", "H", "S", "O", "O", "O", "O", "C", "C", "C", "O", "C", "N", "H", "H", "H", "H", "H", "H", "H", "H", "H", "H", "H", "C", "C", "C", "O", "C", "N", "H", "H", "H", "H", "H", "H", "H", "H", "H", "H", "H", "C", "C", "C", "O", "C", "N", "H", "H", "H", "H", "H", "H", "H", "H", "H", "H", "H", "C", "C", "C", "O", "C", "N", "H", "H", "H", "H", "H", "H", "H", "H", "H", "H", "H", "C", "C", "C", "O", "C", "N", "H", "H", "H", "H", "H", "H", "H", "H", "H", "H", "H", "C", "C", "C", "O", "C", "N", "H", "H", "H", "H", "H", "H", "H", "H", "H", "H", "H", "C", "C", "C", "O", "C", "N", "H", "H", "H", "H", "H", "H", "H", "H", "H", "H", "H", "C", "C", "C", "O", "C", "N", "H", "H", "H", "H", "H", "H", "H", "H", "H", "H", "H"],
  "xyz": [[-2.4879, 0.2803, -2.0931], [-2.1240, 0.1018, -1.1463], [-3.2212, -0.3216, -2.2746], [-2.6898, 1.2708, -2.1485], [-0.1279, 0.6963, 0.0862], [0.6538, 0.5074, 1.3109], [0.6352, 0.0841, -1.0228], [-1.4700, 0.0668, 0.1941], [-0.2885, 2.1093, -0.3190], [-4.0168, -2.8469, 3.6718], [-3.5589, -1.6245, 2.8483], [-2.9525, -0.5833, 3.8119], [-4.0154, -0.0455, 4.5869], [-3.6782, 1.0116, 5.4418], [-2.5922, -2.0750, 1.8592], [-4.9782, -2.5888, 4.1200], [-3.3346, -2.9991, 4.5106], [-4.0851, -3.7318, 3.0447], [-4.4140, -1.1815, 2.3431], [-2.5682, 0.2671, 3.2345], [-2.1613, -1.0388, 4.4169], [-3.6781, 1.9552, 4.8858], [-2.7030, 0.8538, 5.9162], [-4.3878, 1.1098, 6.2646], [-2.1728, -1.3354, 1.2825], [-1.7476, -2.3720, 2.3403], [-4.6384, 3.8871, -2.1988], [-3.6080, 3.5979, -1.1078], [-4.1353, 2.7762, 0.0594], [-4.6131, 1.5215, -0.3453], [-5.1468, 0.7836, 0.7357], [-2.4538, 2.9797, -1.7730], [-4.2291, 4.4408, -3.0387], [-5.5921, 4.3229, -1.8909], [-4.9708, 2.8707, -2.4449], [-3.2435, 4.5447, -0.6843], [-4.9441, 3.3426, 0.5382], [-3.2870, 2.6857, 0.7481], [-6.0280, 1.3140, 1.1133], [-4.3674, 0.6458, 1.4883], [-5.4352, -0.1804, 0.3153], [-1.6094, 2.8562, -1.1626], [-2.1352, 3.5795, -2.5265], [0.4299, -3.5206, 3.2088], [1.4374, -3.1003, 2.1222], [2.3857, -4.2427, 1.8036], [3.4271, -3.7115, 0.9991], [4.0907, -4.6607, 0.1915], [0.7446, -2.6552, 0.9033], [-0.1809, -4.2937, 2.7418], [-0.1163, -2.6603, 3.5919], [0.9216, -3.9321, 4.0943], [2.0360, -2.2287, 2.4262], [1.8149, -4.9932, 1.2375], [2.8496, -4.7102, 2.6791], [3.3995, -5.0822, -0.5400], [4.6591, -5.3818, 0.7845], [4.7998, -4.0412, -0.3658], [1.5359, -2.5381, 0.2733], [0.4572, -1.7055, 1.1341], [1.9904, 1.2110, -4.9219], [0.9220, 2.1399, -4.3141], [-0.4777, 1.6508, -4.6946], [-0.7656, 1.6982, -6.0905], [-1.1649, 2.9899, -6.5250], [1.2964, 2.2603, -2.8903], [2.0604, 0.2775, -4.3665], [2.9835, 1.6641, -4.9269], [1.7960, 1.0373, -5.9847], [1.0958, 3.1055, -4.8063], [-1.2486, 2.2514, -4.1964], [-0.5986, 0.6351, -4.3100], [-2.1203, 3.3522, -6.1329], [-1.2979, 2.8980, -7.6037], [-0.3070, 3.6251, -6.2942], [0.4366, 2.3904, -2.3559], [1.4881, 1.2988, -2.6145], [1.5365, -0.3039, 4.8080], [2.5490, 0.7259, 4.2832], [3.7030, 0.0856, 3.5525], [4.7527, 1.0059, 3.3228], [5.7153, 0.4919, 2.4326], [1.8253, 1.7043, 3.4501], [2.0795, -1.0825, 5.3606], [1.1597, -0.8267, 3.9216], [0.7077, 0.0868, 5.3914], [2.9426, 1.1873, 5.1989], [3.3674, -0.2284, 2.5517], [4.0563, -0.8403, 4.0250], [6.2258, -0.3785, 2.8648], [6.4762, 1.2347, 2.2041], [5.2017, 0.1821, 1.5157], [0.9654, 1.8708, 3.9624], [1.4605, 1.1648, 2.6360], [-1.6824, 3.4233, 2.9078], [-1.2358, 4.6040, 2.0296], [-1.2424, 5.9337, 2.7945], [-2.5499, 6.2751, 3.2531], [-3.5510, 6.3842, 2.2739], [0.0833, 4.2974, 1.4177], [-0.8856, 3.0964, 3.5671], [-1.8908, 2.5817, 2.2417], [-2.6140, 3.6806, 3.4208], [-1.9271, 4.7000, 1.1868], [-0.8142, 6.7533, 2.2043], [-0.6659, 5.9708, 3.7215], [-3.9525, 5.3984, 2.0115], [-3.1573, 6.8180, 1.3472], [-4.3860, 7.0001, 2.6044], [-0.1257, 3.4703, 0.8395], [0.6422, 3.9454, 2.1933], [5.5023, -0.7652, -1.6363], [4.0042, -0.7586, -1.8695], [3.6258, -2.0022, -2.7083], [4.0100, -1.7669, -4.0846], [4.0778, -2.9817, -4.7855], [3.3206, -0.8541, -0.5850], [5.7261, -1.7111, -1.1287], [5.8458, 0.0255, -0.9691], [6.1186, -0.7473, -2.5371], [3.6129, 0.0831, -2.4389], [2.5349, -2.0089, -2.7712], [4.1088, -2.8965, -2.3075], [3.0884, -3.3668, -5.0729], [4.6201, -3.8013, -4.3074], [4.5126, -2.7674, -5.7663], [3.3424, -1.8182, -0.2665], [2.3370, -0.5450, -0.6052], [-0.2834, -2.4942, -4.0520], [-0.7100, -3.2949, -2.8149], [0.3621, -4.2098, -2.2398], [0.6881, -5.1742, -3.2348], [1.6047, -6.1300, -2.7237], [-1.2418, -2.3057, -1.8770], [0.1826, -3.0733, -4.8530], [0.4079, -1.6906, -3.7891], [-1.1583, -2.0659, -4.5456], [-1.5951, -3.8751, -3.0949], [-0.1442, -4.7305, -1.4141], [1.1729, -3.6503, -1.7647], [1.6794, -6.9625, -3.4262], [1.1197, -6.5555, -1.8387], [2.6192, -5.7723, -2.5509], [-1.5434, -2.6813, -0.9835], [-0.4961, -1.6300, -1.7017]]
}